Entry 1:
A structure of composition C48H56Cl3LaN5O7S2 in a non-equilibrium geometry. Source: the Open Molecules 2025 dataset; level of theory: ωB97M-V/def2-TZVPD.

ORCA input file:
```
! wB97M-V def2-TZVPD RIJCOSX def2/J DEFGRID3
* xyz 1 1
La -0.53 -1.09 0.33
C -1.62 3.35 3.16
C -2.22 2.23 2.33
C -3.44 2.94 1.62
C -2.65 1.05 3.17
C -3.95 1.02 3.67
C -4.33 0.03 4.59
C -3.45 -0.94 4.98
C -2.10 -0.94 4.52
C -1.16 -1.96 5.16
C 0.33 -1.92 4.76
C -1.72 -3.39 5.16
C -1.71 -0.05 3.47
N -0.55 -0.19 2.75
C 0.52 0.66 2.78
C 1.72 0.35 2.12
C 2.90 1.11 2.36
C 3.89 0.54 1.57
C 3.39 -0.67 0.98
N 2.02 -0.69 1.16
C 4.17 -1.77 0.33
C 3.92 -3.04 1.18
C 3.74 -1.77 -1.13
C 5.63 -1.32 0.64
H -1.38 4.22 2.53
H -0.70 3.17 3.81
H -2.42 3.68 3.86
H -1.61 1.83 1.55
H -3.98 3.64 2.24
H -4.11 2.18 1.07
H -2.99 3.51 0.79
H -4.58 1.89 3.45
H -5.28 -0.02 5.05
H -3.70 -1.69 5.74
H -1.24 -1.69 6.22
H 0.43 -2.24 3.72
H 0.88 -2.59 5.46
H 0.83 -0.95 4.88
H -2.03 -3.78 4.15
H -2.62 -3.45 5.87
H -1.08 -4.22 5.55
H 0.57 1.57 3.36
H 2.96 2.01 2.98
H 4.94 0.90 1.52
H 4.89 -3.53 1.21
H 3.15 -3.71 0.84
H 3.68 -2.75 2.18
H 2.67 -1.54 -1.27
H 3.88 -2.76 -1.59
H 4.22 -1.01 -1.77
H 5.83 -1.38 1.74
H 5.87 -0.30 0.30
H 6.28 -2.01 0.16
O -0.17 -1.50 -2.44
H -0.35 -0.74 -3.04
H 0.43 -2.07 -2.95
Cl 1.33 10.40 -4.30
C 1.79 8.77 -3.99
C 1.26 7.81 -4.90
C 1.45 6.47 -4.57
C 2.05 6.08 -3.40
C 2.00 4.60 -3.10
C 1.53 4.44 -1.67
N 0.64 3.26 -1.49
C -0.57 3.07 -2.16
C -1.09 1.94 -1.68
N -0.16 1.35 -0.80
C 0.83 2.16 -0.65
O 3.25 4.07 -3.33
C 3.27 2.72 -3.82
C 3.26 2.58 -5.32
C 4.23 3.16 -6.21
Cl 5.60 3.96 -5.78
S 4.16 2.52 -7.81
C 2.83 1.59 -7.41
C 2.45 1.71 -6.05
C 2.72 7.07 -2.56
Cl 4.00 6.70 -1.34
C 2.56 8.41 -2.82
H 0.66 8.17 -5.74
H 0.97 5.67 -5.13
H 1.25 4.11 -3.86
H 0.84 5.27 -1.42
H 2.49 4.42 -1.08
H -0.93 3.72 -2.93
H -2.10 1.59 -1.90
H 1.60 2.10 0.10
H 2.39 2.11 -3.55
H 4.24 2.37 -3.32
H 2.26 1.18 -8.26
H 1.55 1.18 -5.65
H 3.03 9.24 -2.26
O -2.68 -1.52 -0.28
S -3.80 -2.60 -0.44
C -5.06 -2.27 0.87
C -6.40 -2.00 0.24
C -6.14 -1.43 -1.15
C -4.89 -2.02 -1.80
H -4.68 -1.43 1.47
H -5.04 -3.17 1.46
H -7.04 -1.40 0.90
H -6.87 -3.00 0.22
H -6.13 -0.34 -1.11
H -6.94 -1.54 -1.86
H -4.30 -1.52 -2.56
H -5.23 -2.99 -2.23
O -0.62 -3.28 1.79
C -0.19 -3.92 0.77
O 0.27 -3.30 -0.29
C -0.22 -5.38 0.68
C 0.24 -6.03 -0.45
C 0.13 -7.39 -0.63
C -0.62 -8.08 0.36
C -1.05 -7.49 1.58
C -0.79 -6.13 1.76
N -1.18 -9.38 0.06
O -2.19 -9.69 0.71
O -0.65 -10.03 -0.86
H 0.66 -5.34 -1.21
H 0.50 -7.92 -1.47
H -1.62 -8.07 2.31
H -1.18 -5.54 2.52
*
```

Output
Molecular weight   1124.4 g/mol
LUMO level   -2.739 eV
HOMO energy   -9.6424 eV
Relative energy (zero: lowest compared OMol25 entry of this formula, charge and spin)   335.8 kJ/mol

Entry 2:
A structure of composition C48H56N4O4ReS2Se in a non-equilibrium geometry. Source: the Open Molecules 2025 dataset; level of theory: ωB97M-V/def2-TZVPD.

ORCA input file:
```
! wB97M-V def2-TZVPD RIJCOSX def2/J DEFGRID3
* xyz 0 4
Re 0.71 1.82 0.79
C -1.63 -3.65 -5.68
C -0.49 -3.32 -4.72
C 0.00 -4.63 -4.08
C 0.66 -2.69 -5.53
C -0.90 -2.37 -3.61
C 0.04 -1.95 -2.67
C -0.35 -1.11 -1.66
Se 0.88 -0.53 -0.34
C -0.03 -1.17 1.27
C 0.26 -2.48 1.60
C -0.14 -3.00 2.82
C -0.93 -2.18 3.63
C -1.25 -0.87 3.33
C -0.72 -0.29 2.13
O -0.83 0.99 1.90
C -2.03 0.02 4.30
C -1.07 1.06 4.88
C -2.65 -0.77 5.46
C -3.17 0.72 3.56
C 0.39 -4.33 3.35
C 1.22 -5.08 2.30
C -0.74 -5.25 3.81
C 1.30 -4.00 4.54
C -1.67 -0.53 -1.54
O -1.82 0.41 -0.73
C -2.65 -1.07 -2.45
C -2.22 -1.92 -3.45
C -4.12 -0.69 -2.37
C -4.38 0.48 -3.33
C -5.01 -1.88 -2.78
C -4.53 -0.28 -0.96
H -1.28 -4.33 -6.45
H -2.00 -2.75 -6.17
H -2.46 -4.14 -5.16
H 0.24 -5.35 -4.86
H -0.77 -5.06 -3.44
H 0.89 -4.47 -3.48
H 0.97 -3.38 -6.32
H 1.51 -2.47 -4.90
H 0.33 -1.76 -6.00
H 1.07 -2.26 -2.73
H 0.83 -3.06 0.90
H -1.26 -2.59 4.58
H -0.27 0.57 5.43
H -1.60 1.72 5.56
H -0.64 1.67 4.08
H -1.88 -1.21 6.10
H -3.30 -1.57 5.09
H -3.24 -0.10 6.07
H -2.79 1.34 2.75
H -3.72 1.37 4.25
H -3.87 0.00 3.14
H 0.62 -5.29 1.42
H 1.56 -6.02 2.72
H 2.10 -4.51 2.01
H -1.44 -5.44 3.00
H -1.30 -4.81 4.64
H -0.32 -6.20 4.15
H 2.10 -3.32 4.24
H 1.74 -4.91 4.94
H 0.73 -3.53 5.34
H -2.96 -2.27 -4.15
H -3.98 0.28 -4.32
H -3.91 1.38 -2.94
H -5.45 0.66 -3.40
H -4.99 -2.07 -3.85
H -6.04 -1.65 -2.51
H -4.71 -2.78 -2.25
H -3.97 0.59 -0.63
H -4.34 -1.09 -0.26
H -5.59 -0.05 -0.94
C -1.70 3.17 -2.52
C -2.36 4.29 -2.03
C -2.02 4.76 -0.78
C -1.06 4.09 -0.02
N -0.50 2.94 -0.47
C -0.79 2.53 -1.71
C -0.55 4.53 1.27
C -0.83 5.75 1.88
C -0.21 6.08 3.07
C 0.69 5.20 3.66
C 0.96 3.98 3.06
C 0.36 3.61 1.86
H -1.90 2.80 -3.51
H -3.11 4.80 -2.62
H -2.48 5.65 -0.38
H -0.22 1.69 -2.09
H -1.53 6.44 1.43
H -0.43 7.02 3.55
H 1.18 5.48 4.57
H 1.65 3.30 3.54
N 7.96 4.51 -3.34
C 6.85 3.88 -2.84
C 6.95 3.03 -1.73
C 5.84 2.38 -1.24
C 4.61 2.59 -1.84
C 4.47 3.48 -2.89
C 5.58 4.13 -3.39
S 3.21 1.60 -1.36
O 2.06 2.02 -2.12
O 3.58 0.21 -1.45
N 2.86 1.95 0.21
C 3.15 1.06 1.15
S 4.57 0.08 1.35
C 3.82 -0.63 2.76
C 2.60 -0.11 2.97
N 2.22 0.83 2.06
H 8.86 4.14 -3.08
H 7.89 4.91 -4.26
H 7.91 2.87 -1.27
H 5.91 1.70 -0.41
H 3.49 3.63 -3.31
H 5.49 4.81 -4.21
H 4.33 -1.39 3.32
H 1.91 -0.37 3.76
*
```

Output
Molecular weight   1082.3 g/mol
LUMO level (alpha / beta)   -0.055 / -1.260 eV
HOMO energy (alpha / beta)   -6.1587 / -6.1449 eV
Relative energy (zero: lowest compared OMol25 entry of this formula, charge and spin)   110.4 kJ/mol
<S²>   3.777